Record 1
Below is a cluster of 10 separate species, C43H75BBrN2O13 in total, with properties calculated with ωB97M-V/def2-TZVPD.

Values from the calculation:
E_tot, eV: -146107.2501
LUMO level, eV: -4.656
Maximum force, hartree/bohr: 0.1406
Charge: +1

Each line ends with the Löwdin charge.
CARTESIAN COORDINATES (ANGSTROEM)
Br1 -0.621 0.139 -4.909  0.78
O1 3.002 -4.813 -4.356  0.09
O2 -2.976 -0.728 -0.865  -0.06
O3 0.845 -3.801 8.090  0.04
O4 1.427 6.742 -0.542  0.04
O5 -4.909 -5.583 -5.132  0.07
O6 -3.322 -0.806 -3.197  0.03
O7 -3.624 4.730 0.305  0.04
O8 -3.049 6.046 7.792  0.05
O9 4.125 -8.742 -2.315  0.06
O10 1.312 -4.691 3.877  0.03
O11 -5.467 3.991 4.552  0.05
O12 2.113 -1.721 -4.906  -0.13
O13 3.553 3.097 -6.751  0.03
N1 4.158 -3.746 -2.319  0.15
N2 1.616 -3.222 -2.881  0.15
C1 2.858 0.735 -5.308  -0.11
C2 -0.411 -1.852 8.626  -0.02
C3 3.020 -0.628 -4.456  -0.19
C4 -1.144 2.028 -0.861  -0.21
C5 -0.097 -1.321 -3.657  -0.39
C6 -4.202 -4.359 -7.046  -0.02
C7 0.453 -6.905 4.058  -0.02
C8 -5.656 3.017 5.264  -0.48
C9 0.850 -4.138 0.805  -0.15
C10 -0.585 -2.882 -1.505  0.12
C11 0.300 6.304 -2.591  -0.02
C12 1.026 -3.099 10.357  -0.02
C13 1.167 -4.786 -0.671  -0.10
C14 -3.363 -3.836 -4.670  -0.03
C15 -4.265 5.704 2.381  -0.02
C16 -2.691 6.880 0.719  -0.02
C17 -3.536 5.682 1.065  -0.48
C18 -2.546 -1.029 -2.195  -0.31
C19 4.861 -8.296 -3.180  -0.49
C20 -6.330 1.780 4.732  -0.02
C21 -2.418 7.938 6.496  -0.02
C22 0.517 -2.993 8.944  -0.48
C23 5.882 -9.166 -3.864  -0.02
C24 0.812 -3.641 -1.736  -0.05
C25 -5.225 3.007 6.706  -0.01
C26 5.911 3.363 -6.939  -0.02
C27 4.322 3.585 -8.950  -0.02
C28 -1.322 5.627 6.210  -0.02
C29 1.531 -5.665 6.038  -0.03
C30 -0.083 2.920 -0.052  -0.11
C31 -4.223 -4.678 -5.574  -0.50
C32 1.365 8.583 -2.048  -0.02
C33 -2.282 1.514 0.172  -0.15
C34 4.782 -6.854 -3.605  -0.03
C35 1.248 -2.120 -3.809  -0.14
C36 0.825 3.736 0.469  0.07
C37 1.065 7.170 -1.625  -0.49
C38 -1.097 -1.714 -2.473  0.00
C39 1.535 -2.927 1.271  0.02
C40 1.117 -5.663 4.592  -0.48
C41 4.506 3.327 -7.479  -0.49
C42 -2.330 6.495 6.915  -0.50
C43 -3.362 0.672 -0.710  -0.16
B1 2.930 -3.922 -3.197  -0.50
H1 -2.765 2.432 0.675  0.11
H2 4.004 -6.351 -3.029  0.04
H3 -4.552 -3.337 -7.209  0.09
H4 -1.639 2.700 -1.672  0.13
H5 5.677 -9.207 -4.936  0.09
H6 -0.680 6.744 -2.789  0.09
H7 5.735 -6.357 -3.413  0.10
H8 -1.370 4.613 6.615  0.08
H9 -6.586 1.930 3.680  0.08
H10 1.684 -3.967 10.441  0.09
H11 1.686 -2.732 2.410  0.08
H12 4.088 -4.430 -1.526  0.09
H13 5.825 -10.179 -3.457  0.09
H14 3.932 1.162 -5.463  0.08
H15 0.188 -3.227 11.045  0.09
H16 0.121 -4.615 1.552  0.10
H17 3.259 3.528 -9.198  0.09
H18 1.975 8.578 -2.954  0.09
H19 -6.095 2.870 7.353  0.09
H20 -5.654 0.926 4.810  0.08
H21 2.264 -5.111 -0.627  0.11
H22 1.483 4.644 0.744  0.05
H23 -0.609 1.173 -1.416  0.09
H24 -1.547 5.589 5.142  0.07
H25 0.093 -0.900 8.807  0.09
H26 4.096 -1.071 -4.573  0.14
H27 -3.549 5.780 3.202  0.08
H28 -3.186 8.441 7.088  0.09
H29 -3.549 1.239 -1.691  0.14
H30 -4.499 2.207 6.871  0.09
H31 6.346 4.351 -7.100  0.09
H32 -3.672 -2.790 -4.726  0.07
H33 1.920 9.088 -1.254  0.09
H34 -3.317 7.774 0.670  0.09
H35 2.309 1.491 -4.630  0.08
H36 5.892 3.159 -5.865  0.08
H37 1.978 -2.153 0.540  0.06
H38 0.416 -5.659 -0.785  0.14
H39 1.131 -7.756 4.148  0.09
H40 0.432 9.125 -2.222  0.09
H41 -3.478 -4.181 -3.639  0.08
H42 0.655 -5.802 6.675  0.08
H43 -0.471 -7.097 4.607  0.09
H44 -1.314 -1.925 9.237  0.09
H45 0.209 -6.761 3.002  0.07
H46 -1.770 0.816 0.951  0.13
H47 2.257 -6.462 6.215  0.09
H48 -4.868 -5.046 -7.574  0.09
H49 -4.754 3.963 6.950  0.07
H50 6.885 -8.772 -3.684  0.09
H51 -2.313 -3.937 -4.957  0.08
H52 -0.697 -1.901 7.572  0.08
H53 2.362 0.598 -6.335  0.09
H54 4.687 4.584 -9.201  0.09
H55 -2.225 6.726 -0.257  0.07
H56 -4.832 4.778 2.496  0.06
H57 0.157 5.312 -2.153  0.07
H58 4.105 -2.800 -1.878  0.09
H59 0.863 6.198 -3.521  0.09
H60 -1.905 7.009 1.466  0.09
H61 -4.352 0.695 -0.111  0.14
H62 2.499 -4.367 -5.085  0.12
H63 6.517 2.597 -7.429  0.09
H64 -4.961 6.546 2.406  0.10
H65 -0.316 6.021 6.372  0.09
H66 -2.691 8.002 5.440  0.08
H67 -3.190 -4.481 -7.438  0.08
H68 1.595 -2.203 10.616  0.09
H69 -7.249 1.588 5.291  0.09
H70 -1.460 8.434 6.670  0.09
H71 4.528 -6.792 -4.665  0.09
H72 1.995 -4.708 6.283  0.07
H73 2.860 -0.485 -3.310  0.14
H74 4.858 2.830 -9.530  0.09
H75 -1.293 -3.179 -0.642  0.14

***

Record 2
Below is a cluster of 5 separate species, C43H76F2N5O15 in total, with properties calculated with ωB97M-V/def2-TZVPD.

Values from the calculation:
E_tot, eV: -89415.4011
LUMO level, eV: -2.998
Maximum force, hartree/bohr: 0.1170
Charge: +1
Energy above the lowest of the compared OMol25 structures with the same formula, charge and spin, kJ/mol: 0.0

Each line ends with the Löwdin charge.
CARTESIAN COORDINATES (ANGSTROEM)
F1 1.661 -0.676 -3.987  -0.04
F2 -0.749 0.608 -3.305  0.12
O1 3.650 3.456 6.185  0.03
O2 0.677 2.062 -2.212  0.16
O3 6.207 7.410 3.699  0.08
O4 3.357 -5.877 -3.293  0.06
O5 5.110 1.808 5.960  0.09
O6 2.561 -5.843 -5.355  0.10
O7 8.065 6.362 3.087  0.06
O8 -3.856 5.084 -1.782  0.08
O9 1.494 -0.186 -0.367  0.16
O10 8.210 8.293 4.233  0.18
O11 3.932 2.501 4.174  0.15
O12 -0.638 -4.295 0.700  -0.05
O13 1.174 -5.477 -3.630  0.14
O14 -5.223 5.463 -0.030  0.18
O15 -3.014 5.139 0.271  0.06
N1 -0.216 3.502 3.435  0.01
N2 -0.675 0.436 -1.047  0.24
N3 -0.252 -1.750 -0.113  0.13
N4 1.102 5.369 2.928  0.16
N5 0.872 4.742 5.196  0.11
C1 -1.068 -4.168 -1.662  -0.13
C2 2.677 -0.718 -3.046  -0.19
C3 -0.012 -4.107 -0.552  -0.24
C4 0.327 2.649 2.367  -0.22
C5 5.794 1.343 8.283  -0.01
C6 0.626 4.590 3.815  -0.51
C7 4.464 -6.626 -6.711  0.00
C8 -2.416 5.128 -1.939  -0.31
C9 -1.938 4.288 -3.103  0.00
C10 -0.155 1.139 -2.191  -0.40
C11 -0.268 0.219 2.823  -0.15
C12 0.230 -1.138 2.340  -0.11
C13 4.045 3.074 7.521  -0.07
C14 4.211 2.575 5.325  -0.59
C15 -6.789 -1.554 -3.760  -0.19
C16 4.010 -5.840 -5.495  -0.29
C17 4.447 5.798 3.120  -0.01
C18 0.808 1.321 2.903  -0.17
C19 -4.084 -2.375 -2.978  -0.20
C20 -4.406 -2.269 -4.466  -0.19
C21 6.981 5.458 2.841  -0.09
C22 -8.032 -0.412 -0.509  -0.11
C23 -2.139 -1.880 1.584  -0.14
C24 -2.427 -4.698 -1.248  -0.16
C25 -0.230 -3.420 1.697  -0.15
C26 -4.479 -3.721 -2.369  -0.20
C27 -2.975 -0.998 0.674  -0.06
C28 -6.852 -0.392 -2.753  -0.20
C29 -0.626 -1.979 1.383  -0.30
C30 7.561 7.449 3.725  -0.57
C31 0.727 -2.787 -0.618  -0.16
C32 -4.148 5.259 -0.473  -0.57
C33 5.371 2.391 7.268  -0.29
C34 4.403 -6.395 -4.143  -0.08
C35 2.579 -2.006 -2.257  -0.13
C36 2.261 -5.710 -4.059  -0.57
C37 -6.792 -0.792 -1.279  -0.28
C38 -1.982 4.636 -0.588  -0.11
C39 0.289 -0.404 -0.490  -0.34
C40 1.144 -2.500 -2.056  -0.11
C41 -5.663 -1.463 -4.787  -0.19
C42 5.795 6.393 2.756  -0.30
C43 -3.373 -4.763 -2.453  -0.18
H1 -6.037 -1.792 -5.744  0.10
H2 -2.876 -4.043 -0.519  0.09
H3 3.625 -0.659 -3.560  0.12
H4 -1.408 3.399 -2.759  0.04
H5 4.351 -7.485 -4.121  0.14
H6 -2.315 -1.614 2.613  0.13
H7 3.787 5.764 2.256  0.07
H8 -2.537 -2.877 1.462  0.11
H9 -7.772 0.148 -2.922  0.10
H10 -7.719 -1.567 -4.309  0.11
H11 -5.359 -4.096 -2.866  0.11
H12 -1.006 5.005 -0.276  0.15
H13 -1.234 4.850 -3.713  0.09
H14 5.374 -6.064 -3.790  0.14
H15 1.237 -1.068 1.961  0.11
H16 -8.161 0.661 -0.513  0.08
H17 -2.966 -1.357 -0.354  0.05
H18 -4.546 -1.568 -2.433  0.08
H19 1.068 1.498 3.931  0.10
H20 -5.942 -0.309 -0.808  0.09
H21 0.457 -1.822 -2.543  0.12
H22 0.710 -4.898 -0.704  0.17
H23 1.612 -2.749 -0.007  0.16
H24 3.082 -1.838 -1.316  0.11
H25 1.065 -3.403 -2.608  0.09
H26 -0.700 -4.773 -2.471  0.10
H27 4.113 3.951 8.157  0.15
H28 -1.062 0.599 2.205  0.09
H29 1.651 6.083 3.391  0.04
H30 3.966 6.394 3.893  0.09
H31 3.136 -2.770 -2.775  0.11
H32 4.952 -7.558 -6.428  0.09
H33 -3.569 -1.807 -4.968  0.10
H34 -4.478 -3.267 -4.877  0.11
H35 4.543 4.774 3.484  0.06
H36 6.896 4.779 3.694  0.13
H37 -6.619 -1.855 -1.191  0.09
H38 -2.139 6.175 -2.064  0.16
H39 1.120 3.163 1.846  0.10
H40 7.163 4.887 1.935  0.14
H41 5.173 -6.051 -7.302  0.09
H42 0.299 -1.773 3.210  0.13
H43 -8.914 -0.851 -0.951  0.08
H44 0.101 4.363 5.722  0.08
H45 3.297 2.385 7.916  0.14
H46 -2.700 0.043 0.691  0.07
H47 1.690 1.025 2.359  0.10
H48 -0.456 2.476 1.645  0.09
H49 -3.009 -2.282 -2.860  0.08
H50 6.155 3.135 7.126  0.16
H51 2.601 0.155 -2.417  0.10
H52 -4.746 -3.582 -1.330  0.10
H53 -1.494 -0.084 -1.343  0.13
H54 3.613 -6.865 -7.344  0.09
H55 -5.379 -0.427 -4.909  0.10
H56 -0.665 0.092 3.815  0.12
H57 -6.047 0.289 -2.984  0.10
H58 -0.774 -3.682 2.589  0.15
H59 4.310 -4.793 -5.573  0.16
H60 -1.234 -3.175 -2.066  0.09
H61 5.763 6.867 1.773  0.16
H62 -4.007 -1.058 0.976  0.09
H63 6.013 0.403 7.784  0.09
H64 6.688 1.659 8.814  0.09
H65 -3.817 -5.746 -2.493  0.11
H66 -2.825 -4.641 -3.377  0.11
H67 -6.746 -2.492 -3.230  0.09
H68 -2.319 -5.673 -0.803  0.12
H69 1.713 4.267 5.486  0.05
H70 -1.131 3.849 3.207  0.11
H71 -2.764 3.983 -3.741  0.10
H72 -7.966 -0.731 0.518  0.07
H73 0.826 -3.505 1.935  0.14
H74 -2.002 3.542 -0.544  0.12
H75 5.017 1.165 9.025  0.08
H76 -1.073 -1.903 -0.701  0.14

***

What is the formula in the second record? C43H76F2N5O15

***

Among the records above, which one has the lowest LUMO level? C43H75BBrN2O13

***

Which value of E_tot does entry 2 give? -89415.4011 eV